1.
A molecular structure, C5H8N2. Source: the Open Molecules 2025 dataset; level of theory: wB97M-V/def2-TZVPD.

Summary:
* multiplicity: 1

Last column: Mulliken charge in e.
Positions of all 15 atoms, in Å:
1 C 1.038 1.729 -0.574  -1.3993
2 C 0.039 0.605 -0.427  0.3490
3 C 0.413 -0.817 -0.472  0.3910
4 C 1.350 -1.817 -0.974  -0.6855
5 N 0.164 -2.250 -1.293  -0.2390
6 N 0.127 -0.252 0.784  -0.2896
7 C -1.098 -0.580 1.492  -0.8091
8 H 2.034 1.400 -0.269  0.3557
9 H 1.091 2.074 -1.612  0.3424
10 H 0.749 2.583 0.049  0.3222
11 H -0.980 0.845 -0.743  0.4115
12 H -0.687 -1.514 -1.027  0.3593
13 H -1.955 -0.717 0.812  0.3259
14 H -1.335 0.218 2.201  0.2870
15 H -0.951 -1.506 2.054  0.2786

Force components x, y, z for each atom (eV/Å):
C 0.0 -0.1 0.0
C -0.1 0.2 -0.3
C 0.5 0.4 0.2
C -0.3 0.0 0.0
N 0.3 -0.1 0.1
N 0.1 -0.2 0.1
C -0.2 -0.1 0.1
H -0.1 0.0 0.0
H 0.0 -0.1 0.1
H 0.0 -0.2 -0.1
H 0.1 -0.1 0.1
H -0.3 0.1 0.0
H 0.1 0.0 0.0
H 0.1 -0.1 -0.1
H 0.0 0.1 -0.1

---

2.
7 unconnected molecules or ions with the total composition C43H42BrF6N6O13P at a distorted geometry. Source: the Open Molecules 2025 dataset; level of theory: wB97M-V/def2-TZVPD.

Summary:
* SMILES: OCC[PH](F)(CCCBr)C(F)(F)C(F)(F)F.O=[N+]([O-])c1ccccc1.O=[N+]([O-])c1ccccc1.O=[N+]([O-])c1ccccc1.O=[N+]([O-])c1ccccc1.O=[N+]([O-])c1ccccc1.O=[N+]([O-])c1ccccc1
* multiplicity: 1

Last column: Mulliken charge in e.
Positions of all 112 atoms, in Å:
1 O -0.754 -7.209 -3.215  -0.5651
2 C -0.548 -5.826 -3.708  -0.3070
3 C -1.952 -4.995 -3.484  0.6711
4 P -2.922 -4.615 -5.087  0.6014
5 F -2.410 -6.157 -5.831  -0.4735
6 C -4.715 -5.263 -5.203  -1.0211
7 C -5.046 -6.472 -4.096  0.2802
8 C -5.945 -5.845 -2.876  -0.6615
9 Br -5.029 -5.753 -1.102  -0.2070
10 C -3.450 -2.866 -4.510  0.3082
11 F -4.161 -3.034 -3.188  -0.2786
12 F -4.403 -2.187 -5.466  -0.3403
13 C -2.170 -1.799 -4.378  0.6965
14 F -1.959 -1.350 -2.952  -0.2217
15 F -0.891 -2.352 -4.879  -0.2271
16 F -2.469 -0.524 -5.131  -0.2673
17 H -0.779 -7.113 -2.198  0.3395
18 H 0.270 -5.343 -2.988  0.1937
19 H -0.106 -5.759 -4.789  0.2890
20 H -2.641 -5.701 -2.814  0.0964
21 H -1.696 -4.066 -2.822  -0.5881
22 H -2.318 -3.969 -6.259  0.0460
23 H -4.872 -5.786 -6.264  0.3730
24 H -5.551 -4.448 -5.120  0.4925
25 H -5.754 -7.248 -4.664  -0.2898
26 H -4.080 -7.042 -3.763  0.4490
27 H -6.880 -6.561 -2.738  0.4081
28 H -6.378 -4.786 -3.131  0.3087
29 O -7.632 -10.041 -3.584  -0.5915
30 N -7.502 -9.268 -4.545  0.9868
31 O -7.297 -8.050 -4.443  -0.6379
32 C -7.602 -9.833 -5.896  0.1375
33 C -7.871 -11.199 -6.059  -0.3591
34 C -7.989 -11.727 -7.346  -0.4435
35 C -7.836 -10.898 -8.458  -0.3759
36 C -7.558 -9.540 -8.294  -0.5604
37 C -7.440 -9.000 -7.011  -0.1561
38 H -7.993 -11.859 -5.202  0.4280
39 H -8.204 -12.784 -7.482  0.3656
40 H -7.935 -11.312 -9.460  0.3661
41 H -7.437 -8.901 -9.166  0.3642
42 H -7.227 -7.939 -6.900  0.4276
43 O 1.887 -5.135 0.992  -0.5804
44 N 1.017 -4.513 0.363  0.9945
45 O 0.217 -5.033 -0.428  -0.5970
46 C 0.934 -3.062 0.566  -0.1644
47 C 1.844 -2.427 1.422  -0.5560
48 C 1.775 -1.043 1.592  -0.0088
49 C 0.804 -0.302 0.916  -0.3243
50 C -0.107 -0.938 0.072  -0.7807
51 C -0.047 -2.322 -0.108  -0.1346
52 H 2.607 -2.990 1.956  0.5105
53 H 2.481 -0.540 2.250  0.1833
54 H 0.758 0.777 1.048  0.5116
55 H -0.863 -0.355 -0.449  0.4704
56 H -0.762 -2.802 -0.772  0.4353
57 O 1.180 3.489 3.716  -0.6162
58 N 0.495 2.472 3.532  0.8693
59 O 0.941 1.392 3.117  -0.4642
60 C -0.942 2.554 3.819  0.0766
61 C -1.495 3.766 4.253  -0.2592
62 C -2.867 3.845 4.502  -0.5388
63 C -3.675 2.722 4.321  -0.3939
64 C -3.121 1.513 3.898  -0.5887
65 C -1.750 1.423 3.644  -0.1778
66 H -0.878 4.651 4.399  0.4572
67 H -3.306 4.783 4.833  0.3738
68 H -4.745 2.789 4.511  0.3758
69 H -3.757 0.641 3.763  0.3813
70 H -1.334 0.474 3.312  0.4501
71 O 4.120 -1.403 4.423  -0.5818
72 N 5.064 -0.814 4.972  0.9608
73 O 5.985 -1.379 5.579  -0.5897
74 C 5.090 0.651 4.900  -0.2593
75 C 4.049 1.333 4.255  0.4764
76 C 4.067 2.729 4.211  -0.6445
77 C 5.117 3.434 4.802  -0.2151
78 C 6.157 2.752 5.435  -0.7001
79 C 6.149 1.357 5.488  -0.3038
80 H 3.224 0.798 3.789  0.0880
81 H 3.261 3.268 3.718  0.5210
82 H 5.123 4.522 4.770  0.4514
83 H 6.973 3.308 5.891  0.3992
84 H 6.966 0.840 5.987  0.4360
85 O 4.305 6.086 6.258  -0.5994
86 N 4.675 7.246 6.023  1.0027
87 O 5.716 7.754 6.464  -0.5871
88 C 3.817 8.076 5.169  0.0374
89 C 2.612 7.555 4.679  -0.2632
90 C 1.789 8.357 3.887  -0.3854
91 C 2.170 9.666 3.584  -0.4933
92 C 3.376 10.179 4.064  -0.4679
93 C 4.206 9.386 4.859  -0.3922
94 H 2.301 6.537 4.907  0.5226
95 H 0.848 7.964 3.508  0.3935
96 H 1.522 10.289 2.970  0.3895
97 H 3.667 11.198 3.821  0.3975
98 H 5.141 9.802 5.228  0.4421
99 O 4.071 11.056 0.636  -0.5826
100 N 5.216 11.074 0.159  0.9773
101 O 5.675 11.999 -0.527  -0.5869
102 C 6.084 9.919 0.419  0.0240
103 C 5.592 8.834 1.157  -0.2414
104 C 6.415 7.728 1.381  -0.5079
105 C 7.715 7.710 0.875  -0.4618
106 C 8.205 8.796 0.148  -0.3788
107 C 7.392 9.907 -0.084  -0.3840
108 H 4.581 8.833 1.558  0.4717
109 H 6.040 6.878 1.947  0.5066
110 H 8.351 6.842 1.047  0.3689
111 H 9.221 8.776 -0.240  0.3693
112 H 7.787 10.744 -0.655  0.4293

Force components x, y, z for each atom (eV/Å):
O 0.3 1.9 1.1
C 0.6 0.7 1.4
C 0.8 -0.6 1.0
P -0.2 -2.0 -1.0
F -0.4 1.5 0.9
C -1.4 -1.3 -0.5
C -0.4 0.6 -0.6
C -1.5 -0.9 -1.2
Br -0.4 0.0 -1.0
C -1.8 2.0 0.9
F 1.9 1.1 -3.6
F 2.5 -1.9 2.8
C 0.8 3.0 0.8
F -0.4 -1.7 -4.7
F -4.3 1.9 1.7
F 1.4 -4.4 2.5
H 0.2 -0.2 -2.4
H -1.8 -0.8 -1.6
H -1.2 -0.7 2.1
H 1.3 1.6 -1.6
H -0.8 -1.5 -1.5
H -0.5 -0.7 1.1
H 0.8 1.4 2.2
H 1.9 -1.3 -0.1
H 2.1 2.1 1.4
H -1.9 1.2 -0.5
H 2.2 1.6 0.0
H 1.2 -2.0 0.6
O 0.3 1.4 -1.5
N -0.1 -0.2 1.2
O -1.1 -2.0 -0.1
C -0.1 -0.4 -0.9
C 0.0 0.1 0.0
C 0.1 0.4 0.1
C 0.0 0.1 0.1
C 0.0 -0.2 0.3
C 0.0 -0.1 0.0
H 0.1 0.3 -0.1
H 0.1 0.2 0.1
H 0.0 0.1 0.2
H 0.0 -0.1 0.2
H -0.1 -0.3 0.2
O -1.4 0.9 -1.1
N 0.4 -1.2 0.1
O 1.0 0.6 0.9
C -0.1 1.0 0.1
C 0.0 0.0 0.0
C -0.2 -0.2 -0.2
C 0.0 -0.2 -0.2
C 0.3 -0.3 0.2
C 0.0 0.0 0.0
H -0.2 0.0 -0.2
H -0.2 -0.2 -0.1
H 0.0 -0.4 -0.1
H 0.1 -0.2 0.1
H 0.3 0.0 0.2
O -1.2 -1.4 -0.4
N 1.0 0.0 -0.1
O -0.5 1.8 0.9
C -0.9 0.1 0.2
C 0.0 0.0 0.0
C 0.2 -0.3 -0.1
C 0.1 0.0 0.0
C 0.2 0.3 0.0
C 0.0 0.0 0.0
H 0.0 -0.3 -0.1
H 0.2 -0.2 -0.1
H 0.2 0.0 0.0
H 0.2 0.2 0.0
H 0.1 0.3 0.1
O 1.3 0.7 0.7
N 0.1 -1.3 0.1
O -1.4 0.8 -0.9
C 0.0 1.0 0.0
C 0.1 -0.1 0.1
C 0.4 -0.1 0.1
C 0.1 -0.2 -0.1
C -0.3 -0.2 -0.2
C 0.0 0.0 0.0
H 0.3 0.0 0.2
H 0.3 -0.3 0.2
H 0.0 -0.3 0.0
H -0.2 -0.2 -0.1
H -0.3 -0.1 -0.2
O 0.5 1.7 -0.3
N 0.8 -0.6 0.8
O -1.5 -0.8 -0.7
C -0.6 0.5 -0.6
C 0.1 0.0 0.0
C 0.4 0.1 0.1
C 0.1 -0.1 0.1
C -0.1 -0.4 0.1
C 0.0 0.0 0.0
H 0.3 0.2 0.1
H 0.2 0.0 0.1
H 0.2 -0.1 0.1
H 0.0 -0.2 0.0
H -0.2 -0.3 0.0
O 1.6 0.1 -0.6
N -0.7 1.1 -0.3
O -0.7 -1.4 1.1
C 0.6 -0.8 0.2
C 0.0 0.0 0.0
C 0.1 0.3 -0.2
C -0.1 0.1 0.0
C -0.4 0.0 0.1
C 0.0 0.0 0.0
H 0.2 0.2 -0.2
H 0.0 0.2 -0.1
H -0.1 0.2 0.0
H -0.2 0.1 0.1
H -0.3 -0.1 0.2

---

Number 1: E -8288.6077 eV. Number 2: E -176445.2381 eV.